226
Properties=species:S:1:pos:R:3:forces:R:3 method="wB97M-V/def2-TZVPD" smiles=CC1(C)CCCC(C)(C)N1O.CC1(C)CCCC(C)(C)N1O.CC1(C)CCCC(C)(C)N1O.COC[C@H](C)N.COC[C@H](C)N.COC[C@H](C)N.COC[C@H](C)N.COC[C@H](C)N.COC[C@H](C)N.COC[C@H](C)N.COC[C@H](C)N relative_energy_kcal_mol=52.39 homo_lumo_gap_ha=0.2961 charge=0 homo_energy_ha=-0.27948
H 4.510985 2.835206 -2.861303 -0.252 -0.474 0.368
C -3.571025 3.246866 -5.297863 -1.042 -0.004 -1.283
H 5.502345 4.390356 -3.752973 0.900 -0.231 -0.469
H -7.102715 1.020246 4.352857 -0.441 0.299 -0.894
C -8.090575 -0.517284 2.358817 -1.527 1.307 -0.925
C -6.008335 1.444666 -1.013363 -0.259 1.164 0.869
H -8.955815 3.891316 1.161937 0.265 0.443 -0.267
N -2.480875 -7.333994 -0.329573 0.642 -0.042 3.999
H -1.217915 3.543536 -3.562273 -0.508 0.333 -0.065
H 2.211175 7.312496 -3.911303 -0.042 -0.127 0.035
C -4.473835 -6.078564 0.337587 -0.683 -1.153 -0.014
H -3.108475 -3.915414 -0.258533 -0.073 -0.097 0.101
N 4.202705 -3.936684 -4.178973 -0.184 -0.129 -0.881
H -7.852815 1.113456 -1.789653 -0.188 -0.310 0.159
H 3.653295 -7.237174 4.170237 -0.409 0.447 0.663
H 0.301485 -0.879694 4.367357 0.371 -0.123 0.069
C 1.246635 -3.597634 4.993027 -0.927 0.194 0.603
H -7.090595 2.208356 -2.613543 0.433 0.367 -0.141
H -1.899045 -2.414694 1.803197 -0.144 0.217 0.088
H -3.768025 2.175056 -5.275203 0.674 -0.294 0.582
H -1.054175 5.621666 -0.832313 0.189 -0.052 -0.288
H 4.983605 -6.824394 3.229617 0.713 0.055 0.457
C -8.093105 3.334146 1.527157 -0.280 -0.578 -0.448
H 4.117855 5.405286 1.365507 0.034 -0.315 -0.372
H -1.477265 3.944316 -1.095703 -0.533 -0.228 0.438
H -0.277665 0.279576 -2.813723 0.313 0.092 0.015
H 1.478085 1.089006 6.402457 -0.215 1.126 -0.211
C 2.981395 5.230546 -3.740983 -1.110 0.436 0.908
O 2.366705 -3.000394 -6.191403 0.559 -0.071 -0.071
C 2.649465 1.808266 -5.607883 0.047 0.391 0.594
H 4.961395 2.440346 1.907657 -0.176 0.355 0.593
H 2.062635 -0.410514 6.177597 0.283 -0.931 -0.510
H 3.409475 -1.413574 -5.337393 0.777 -0.236 0.029
H -2.637775 5.757006 -6.236313 -0.244 -0.538 -0.481
H -2.845845 -4.928704 -1.654063 -0.427 0.054 -0.321
H 3.330235 1.421916 -3.069643 0.348 0.017 0.491
C -4.572325 1.673386 -1.518423 -0.751 0.035 0.271
H -0.635325 0.136336 6.879507 -0.171 -0.108 0.509
H 3.653235 1.911676 5.714317 -0.270 0.227 -0.028
H 4.180455 4.631236 -1.907113 -0.171 -0.246 -0.031
H 4.136175 3.918926 -6.466723 0.322 -0.195 -0.256
N -4.432435 1.677996 3.675157 -0.914 0.197 0.596
O -7.726355 2.339776 0.547837 0.706 0.686 -0.075
C 1.586745 0.372966 5.587847 -2.181 -0.591 0.121
C 4.140915 5.744116 -4.565063 1.156 -0.805 0.085
C 4.138465 -6.361494 3.739087 1.462 0.063 -0.645
H -4.964225 -6.016554 -0.633893 -0.252 0.455 0.167
H -1.947675 -10.004074 0.179797 -0.124 0.551 0.440
H -4.737955 -7.060944 0.729097 -0.152 -0.076 0.130
H -0.978995 1.696426 5.156757 -0.112 0.263 0.234
H -3.586215 1.769986 3.131517 0.046 -0.012 -0.198
C 3.311085 5.241066 -2.152853 0.132 0.036 -1.758
C 4.638625 -5.260894 4.710237 1.822 -0.659 1.300
H -4.171225 3.458036 -6.182893 -0.024 0.687 -0.272
H -1.632245 0.462436 4.148407 0.201 0.227 -0.837
H 5.797425 -5.416094 6.580597 0.085 -0.100 -0.026
H 5.471655 2.935746 -5.634273 -0.704 -1.131 -0.884
H 3.631945 -1.973824 4.233737 0.205 -0.220 0.123
H 1.755155 1.480126 -5.078133 -0.277 0.214 -0.244
H -3.420635 4.023986 0.768377 0.123 -0.300 -0.092
C 3.661955 1.154816 4.929977 -1.074 -0.221 -0.711
H 1.119895 1.857586 -1.986813 -0.155 0.046 -0.225
H 2.534315 2.521176 2.782177 0.144 0.547 0.745
H 3.899665 -1.543634 -2.655253 0.236 -0.028 0.055
H 4.434515 -6.534704 6.283307 0.511 -0.746 0.617
C 2.658415 -2.161524 -5.083243 -0.449 -0.233 0.602
O -3.055995 -7.730864 -1.483723 -0.628 0.138 -1.453
C -0.699195 0.969426 4.394337 0.867 0.516 1.251
H -3.865095 -0.915374 3.397167 0.098 -0.235 0.143
C -1.094305 -7.842784 -0.109663 -1.951 -1.588 -3.032
H -4.781425 -5.349504 1.087227 -0.225 0.286 -0.474
H -1.506805 3.620176 2.712327 -0.050 0.261 0.057
N -6.935295 1.320646 -2.157513 0.142 -0.287 0.585
C 4.557455 3.522256 -5.542993 -0.635 -0.467 1.729
H 5.839795 5.090896 -5.502383 1.191 -0.084 0.852
H -2.232415 7.257216 -2.897553 -0.679 -0.038 0.018
H -1.099605 7.249756 -4.137953 0.388 0.552 -0.367
H -1.178355 -8.207804 2.015867 -0.096 -0.049 -0.093
C -2.389285 -5.797704 1.592847 1.058 0.514 0.199
H -5.754655 2.721216 0.811567 0.543 0.044 -0.165
H 6.778195 -4.936354 4.114937 -0.245 -0.369 -0.025
H -0.797665 1.601506 -0.663003 -0.519 -0.069 0.106
C -0.957615 4.619146 -0.415513 1.384 0.137 -2.006
H 6.036905 -6.759624 5.398287 -0.169 -0.092 0.303
C 1.867035 6.284836 -4.027893 -0.745 -1.430 0.929
H 4.995535 -3.318164 -4.273593 0.385 0.308 0.429
C -0.414605 -0.188504 -1.838913 -0.305 0.116 0.752
H -0.526115 -5.850184 2.662897 0.184 -0.040 -0.106
H -1.526395 -4.561974 -0.693473 0.150 -0.208 0.642
H 1.384195 6.109656 -4.989293 0.569 0.178 -0.415
H -6.060465 0.540046 -0.407513 -0.126 -0.208 -0.187
H -3.627695 -0.091814 1.877887 -0.099 0.291 -0.041
H 3.908215 -3.189644 -1.930403 0.178 0.132 -0.067
C 3.106515 -2.659134 3.568617 -0.239 -0.042 0.040
H -4.131775 1.403506 4.599467 0.085 -0.080 0.286
H -6.425435 3.560066 -0.610563 -0.224 0.216 -0.064
H 2.452855 4.915066 -1.565243 -0.016 -0.005 -0.179
H -2.359465 -4.739234 1.851387 -0.962 0.403 -0.482
H 0.260185 -1.036784 -1.724053 -0.045 -0.155 -0.332
H 3.552825 -4.041164 7.083597 -0.073 -0.070 0.084
H 1.557895 -5.755964 3.710107 -0.482 0.111 -0.195
C 6.472195 2.627226 -0.296773 0.539 0.243 -0.874
H -4.948985 -1.242514 2.044687 -0.035 -0.072 0.006
H 1.679275 -4.494324 2.382057 -0.487 -0.011 0.300
H 3.959995 -5.081634 2.034187 0.396 0.170 0.163
H -2.723055 7.820126 -4.545843 -0.339 0.011 -0.085
H -0.042785 3.658306 1.970207 0.314 -0.581 0.338
H 4.249495 1.530056 0.650317 -0.455 -0.165 -0.466
H 4.903305 1.519526 -3.975773 0.016 -0.442 0.376
H -8.650255 -1.400674 2.051447 -0.064 0.087 0.094
H -7.694625 -0.009934 1.479087 0.188 -0.067 -0.259
C -0.875635 -6.072724 1.654727 -1.265 -1.953 0.083
H -0.476335 -7.335394 -2.229813 -0.170 -0.539 0.160
H 7.184005 2.394026 0.495087 -0.487 -0.321 0.652
C -2.884325 4.913066 1.100047 -0.117 1.107 -0.845
H -4.883355 7.005186 -0.424793 -0.446 -0.195 -0.110
H -0.127815 1.552646 3.672197 -0.499 -0.376 -0.623
C 2.172645 -5.010554 3.205577 1.044 0.125 0.597
C -1.007455 -1.787914 1.820757 0.885 -1.141 0.079
C 3.034365 -3.127224 -3.862723 -0.322 1.158 -0.913
C -0.655115 -7.582334 1.292597 0.689 1.764 0.824
H 1.996125 1.901156 1.529377 -0.733 -0.427 -0.408
H -3.773425 1.521086 -0.792703 -0.253 -0.005 0.357
C 0.173095 -0.070794 5.086597 0.374 0.081 -0.117
H 0.470995 -3.314314 4.281537 0.143 0.098 -0.288
H 5.521075 -4.140114 3.146097 0.588 0.590 -0.061
N 2.487505 3.899736 -4.262543 1.460 1.169 -1.609
C -2.163615 7.081956 -3.971163 1.957 2.034 0.556
C -2.584595 -4.807104 -0.602843 -0.049 -0.096 -1.393
H 2.345945 -2.035224 3.099167 -0.578 -0.181 0.225
H -8.467155 2.885446 2.447407 0.303 -0.501 0.025
H 3.860525 6.084346 -5.561913 -0.499 0.067 0.040
H 3.734775 -2.909554 2.713817 0.359 -0.241 0.282
H -0.197725 -2.387814 1.405367 0.399 -0.558 0.362
H 1.775795 -1.538914 -4.936763 -0.394 -0.039 0.736
C 3.396675 2.816856 -4.731883 1.556 0.280 1.075
H 6.322675 1.776956 -0.962193 -0.147 -0.442 0.250
H -5.993695 -0.164074 4.806377 -0.503 -0.803 0.524
H -0.759705 -1.508594 2.844817 -0.093 0.110 0.134
N -1.039665 3.604946 1.816977 0.552 -1.400 -0.346
H 0.865115 -0.427874 0.779897 0.267 -0.537 -0.041
H 6.008375 -3.534214 4.788057 -0.324 0.114 -0.130
O 2.312425 0.790666 4.496887 2.144 0.897 0.415
C 5.827405 -4.405094 4.158047 -1.358 -0.039 -0.757
C -0.078095 0.112846 0.701927 1.180 0.199 -0.042
H -1.554355 -9.636534 -1.448163 0.576 0.160 -0.046
C -6.425235 2.629586 -0.042843 -0.559 -1.591 0.023
N 3.468325 -4.505054 5.254607 0.564 -1.793 -0.102
H 2.433365 2.286786 -6.563093 -0.312 -0.254 -0.057
H 2.812155 -1.595764 -7.735473 0.304 0.236 0.501
N 1.213895 1.376696 -1.103633 0.530 -0.570 1.083
H -0.078985 -6.132924 -1.069343 0.215 -0.034 0.274
H -5.302585 5.686786 0.728427 -0.268 0.371 0.386
C -1.357845 4.718666 0.970337 -2.676 0.730 2.388
H -4.977445 5.264946 -0.872223 0.810 -0.136 -0.566
C -2.991225 -6.069694 0.195917 1.956 1.441 0.767
H 0.843265 -4.470514 5.506327 0.152 -0.112 0.176
O -1.172935 -0.741514 0.963487 -1.125 2.106 -1.676
C -1.223035 -9.458944 -0.425033 0.535 1.805 0.680
H 3.872895 4.408596 2.775587 0.353 -0.159 0.124
H -0.243535 -9.864104 -0.171003 0.090 -0.270 -0.486
H -3.143525 5.102916 2.141617 -0.114 0.018 0.198
C -4.394065 -0.458894 2.560547 -0.279 -1.145 0.129
O 3.824605 -3.592034 6.279847 0.317 0.236 -0.496
H 3.066975 -6.492504 1.862607 -0.321 -0.342 0.256
H 4.146625 1.549396 4.036947 0.265 -0.171 0.201
C -6.497725 0.223086 3.920847 2.085 -1.745 1.042
C 3.341175 -2.469984 -2.520873 -0.613 0.253 0.016
H 0.083695 4.301306 -0.467953 0.305 0.177 -0.133
H -1.675665 2.097196 -4.177033 -0.148 0.115 -0.218
N 2.136245 2.827766 1.906027 -1.024 -2.127 0.575
C 3.446985 4.667936 1.806337 0.513 2.322 1.229
H 4.692825 6.557856 -4.094593 -0.605 0.364 0.354
H 7.053465 3.325956 -0.898433 -0.299 0.371 -0.138
O -2.411635 5.796056 -4.246183 -0.980 -3.300 0.400
H -4.382595 0.979746 -2.337543 -0.020 0.357 -0.233
H 3.220975 0.891486 -5.752773 0.360 0.205 -0.175
H -8.711755 0.217776 2.870597 -0.982 0.115 -0.468
O 5.262215 3.240176 0.054207 0.210 0.252 0.019
H -1.775255 3.335826 -6.469773 0.280 0.048 0.023
H 0.418125 -7.723124 1.420757 0.117 -0.612 -0.268
C 2.099155 -2.356574 -7.417853 -0.020 -0.510 -0.422
H -7.241045 3.963896 1.783117 -0.126 0.188 -0.073
C 3.126735 3.431796 1.092237 1.406 -0.723 -0.265
O -3.328935 6.048046 0.300277 0.738 -1.209 0.151
N -0.618985 -0.592904 6.180917 0.260 -0.361 -0.139
C -2.028065 5.269536 -5.475573 0.491 -1.532 -0.381
C 5.173305 4.655916 -4.757613 -1.384 1.226 -0.980
H -0.087515 -1.379734 6.525207 -0.264 -0.203 0.660
C 4.085575 2.071326 -3.512163 -0.634 0.740 -1.721
C -2.105605 3.668176 -5.485643 -2.490 0.949 1.151
O 1.333695 3.433376 -3.643703 0.373 0.069 0.884
H -3.001355 -6.223084 2.388167 0.365 -0.689 0.055
H -4.088795 3.719786 -4.463373 0.387 0.006 0.169
H 3.603695 6.246126 -1.849013 -0.298 0.208 -0.065
H -0.885725 5.574886 1.452097 -0.018 0.733 -0.491
C 2.544235 -3.926334 4.320417 0.132 0.541 -2.608
H 4.070785 -4.202014 -5.144523 -0.061 -0.673 -0.325
C 4.425055 2.558426 0.966117 -0.204 0.518 -0.841
H 2.542475 5.193216 2.113017 -0.240 0.097 -0.399
H -0.993835 5.442676 -5.773053 0.486 0.693 0.475
H 1.546465 2.074126 -0.453183 -0.123 0.084 0.118
C -0.160125 -7.212734 -1.193923 0.153 -0.343 1.063
C 5.322345 -6.072624 5.851647 -1.640 0.834 -0.155
O -7.170935 -0.864364 3.278677 2.368 -0.434 2.370
C -4.672985 5.982866 -0.110653 -0.153 0.468 0.831
H 2.468275 -2.219014 -1.918233 -0.206 0.096 -0.236
H -5.822345 1.098276 2.273457 0.505 0.234 -0.787
H -0.361455 -5.436624 0.934247 0.074 0.043 0.145
H 2.166425 -3.127004 -8.185973 -0.123 -0.116 0.047
H 4.167205 0.284096 5.347907 0.138 -0.170 -0.259
N -1.359745 3.025806 -4.417813 1.559 0.387 -0.118
H 2.638965 3.624066 0.136617 0.580 -0.016 -0.324
H -2.966815 -6.942904 -2.024813 -0.090 0.000 -1.066
H 1.097295 -1.931784 -7.480623 -0.169 0.138 0.305
H 1.309975 -2.781354 5.712587 0.273 0.003 0.055
C 3.372195 -5.780454 2.629377 -1.503 1.484 -0.781
H 1.051265 6.048006 -3.344863 -0.146 0.528 0.426
H -4.564825 2.726026 -1.801273 0.517 -0.008 -0.605
H 2.158385 -3.773824 -3.811023 0.087 -0.239 0.254
H -0.008605 0.895806 1.457077 -0.281 0.186 0.172
C -0.071585 0.789006 -0.690473 -1.001 -0.035 -1.170
H 0.632265 3.696986 -4.243793 -0.474 -0.443 -0.187
C -5.282825 0.625056 3.093877 -0.477 2.025 -1.687
H 0.804715 -7.688304 -1.017823 0.309 0.244 -0.489
H -1.449795 -0.529634 -1.828083 0.014 -0.127 0.316